# F6H18N3Na3O21S6

F6H18N3Na3O21S6 as an isolated structure in a non-equilibrium geometry (the ωB97M-V functional and the def2-TZVPD basis, the OMol25 dataset).

Each line ends with the Löwdin charge.
Element x y z (Å)
Na1 -2.4439 -1.4760 2.8254  0.651
Na2 2.5193 0.9917 -0.9644  0.506
Na3 -0.0904 -0.3742 0.2366  0.409
N1 1.1232 -0.5671 -1.9687  -0.295
S1 0.0695 -0.0421 -3.2256  0.691
O1 -1.3556 -0.4491 -3.2087  -0.292
O2 0.6409 0.1500 -4.5613  -0.219
F1 -0.1680 1.5168 -2.7232  -0.205
S2 1.3229 -1.9022 -2.5715  0.387
O3 2.2137 -1.9415 -3.7089  -0.219
O4 0.2334 -2.8827 -2.4581  -0.269
F2 2.1664 -2.3077 -1.3667  -0.154
N2 1.6064 0.9446 1.3418  -0.299
S3 2.8613 0.2345 2.2636  0.636
O5 2.4820 -0.6207 3.3793  -0.278
O6 4.1673 0.9431 2.2006  -0.230
F3 3.1533 -0.9126 1.2878  -0.160
S4 1.3376 2.0439 2.2996  0.429
O7 2.3853 3.0677 2.2987  -0.252
O8 0.6832 1.7806 3.5902  -0.263
F4 0.1645 2.6335 1.4177  -0.165
N3 2.8113 3.0318 -2.1567  -0.311
S5 2.9749 3.4427 -3.8066  0.644
O9 4.1901 4.1393 -4.1412  -0.245
O10 1.7602 3.8075 -4.5366  -0.274
F5 3.0888 1.8669 -4.3307  -0.231
S6 1.9324 4.1636 -1.8191  0.407
O11 0.5226 4.0064 -1.9537  -0.273
O12 2.5133 5.5131 -2.0526  -0.289
F6 2.3001 4.0898 -0.2563  -0.207
O13 -3.9118 0.8572 -1.8563  -0.021
H1 -4.6986 1.3777 -2.0182  0.070
H2 -3.3832 0.9692 -2.6465  0.053
O14 -1.9462 -1.8649 -0.8431  -0.056
H3 -1.2201 -2.4885 -0.8565  -0.012
H4 -2.2692 -1.8533 -1.7440  0.041
O15 -4.8668 -1.4214 0.2793  -0.047
H5 -4.5555 -0.7675 -0.3465  -0.007
H6 -5.5555 -1.8932 -0.1891  0.042
O16 -2.2238 -3.7841 1.9951  -0.022
H7 -2.8473 -4.3706 1.5668  0.087
H8 -2.0784 -4.1759 2.8563  0.078
O17 -2.4026 1.1648 2.7446  -0.035
H9 -2.4842 1.5609 1.8771  0.013
H10 -3.0621 1.6115 3.2755  0.059
O18 -0.0710 -2.9418 0.6815  -0.036
H11 -0.7123 -3.6354 0.8361  0.027
H12 0.7742 -3.3912 0.6857  0.068
O19 -0.4013 -0.9863 4.0983  -0.027
H13 0.4891 -1.3363 4.1296  0.026
H14 -0.8829 -1.4967 4.7493  0.051
O20 -1.8825 1.1651 0.0035  -0.046
H15 -1.8047 2.0079 -0.4436  0.078
H16 -2.5397 0.6856 -0.5009  0.008
O21 2.1279 -3.4683 3.5648  -0.049
H17 2.8385 -3.8514 3.0505  0.040
H18 2.4038 -2.5649 3.7198  -0.016

As for the orbital gap: 7.3 eV. The calculated total energy comes out at -142324.404 eV. For the molecular weight, the calculation gives 771.5 g mol⁻¹.

# F6H20O10P

A 11-piece molecular cluster, F6H20O10P overall in a non-equilibrium geometry (the ωB97M-V functional and the def2-TZVPD basis, the OMol25 dataset).

Each line ends with the Löwdin charge.
Element x y z (Å)
P1 0.1349 0.1604 0.3931  0.211
F1 -1.5267 0.0430 0.4211  -0.217
F2 0.2947 -1.3534 -0.1248  -0.169
F3 0.1806 0.6962 -1.1367  -0.185
F4 1.8309 0.3510 0.4868  -0.245
F5 -0.0638 1.6865 0.8119  -0.175
F6 0.1763 -0.2931 1.9857  -0.208
O1 -2.0964 3.1315 4.4314  -0.056
H1 -2.9156 3.2057 3.9420  0.024
H2 -1.4998 2.6808 3.8338  0.030
O2 -2.5864 5.4604 -2.0734  -0.056
H3 -3.1916 5.5555 -2.8089  0.023
H4 -2.4640 4.5153 -1.9840  0.033
O3 -3.2590 -1.4261 -3.8950  -0.057
H5 -3.5733 -2.2827 -3.6058  0.027
H6 -2.8560 -1.0428 -3.1160  0.031
O4 3.4084 -4.0512 -2.5910  -0.055
H7 2.7403 -4.1771 -1.9171  0.030
H8 2.9134 -3.9524 -3.4042  0.024
O5 3.0434 -3.0467 3.4374  -0.058
H9 2.5142 -2.5782 2.7919  0.028
H10 3.3927 -2.3599 4.0054  0.026
O6 6.0725 2.0057 2.7430  -0.055
H11 6.4702 1.1452 2.8754  0.024
H12 5.4959 1.8901 1.9878  0.031
O7 5.3674 1.6134 -2.4129  -0.056
H13 6.1164 1.0612 -2.1885  0.024
H14 4.6162 1.1713 -2.0173  0.031
O8 -3.9115 -1.0990 5.1878  -0.055
H15 -3.9890 -1.5638 4.3546  0.027
H16 -3.2417 -1.5829 5.6711  0.028
O9 -6.1359 0.9698 0.4690  -0.056
H17 -5.4757 0.3179 0.7045  0.028
H18 -6.0708 1.6355 1.1537  0.026
O10 0.2032 -3.1619 -6.0296  -0.057
H19 -0.0601 -2.4310 -5.4704  0.030
H20 -0.0542 -2.8941 -6.9117  0.026

The energy above the lowest of the compared OMol25 structures with the same formula, charge and spin comes out at 213.4 kJ/mol. As for the orbital gap: 11.4 eV. The charge is -1. The calculated total energy comes out at -46401.902 eV. For the molecular weight, the calculation gives 325.1 g mol⁻¹.

# F6N3NaO12S6

F6N3NaO12S6 as an isolated structure in a non-equilibrium geometry (the ωB97M-V functional and the def2-TZVPD basis, the OMol25 dataset).

Each line ends with the Löwdin charge.
Element x y z (Å)
Na1 0.3660 -0.4511 -0.3427  0.517
N1 1.3494 1.6177 0.4675  -0.303
S1 0.7958 2.3756 1.6900  0.457
O1 -0.6111 2.6762 1.7197  -0.281
O2 1.6388 3.3369 2.3487  -0.286
F1 0.8344 1.0802 2.6753  -0.217
S2 1.3153 2.8239 -0.6878  0.553
O3 2.5965 3.2193 -1.1518  -0.259
O4 0.2649 3.7905 -0.6221  -0.264
F2 0.7486 1.8799 -1.8866  -0.212
N2 -3.4522 -1.6976 2.6361  -0.264
S3 -2.3939 -0.3959 2.4708  0.563
O5 -2.7653 0.8751 3.0327  -0.253
O6 -1.5785 -0.4260 1.2728  -0.308
F3 -1.3728 -0.9436 3.5851  -0.207
S4 -4.5509 -1.0951 1.7689  0.412
O7 -4.2651 -0.7502 0.4090  -0.287
O8 -5.5399 -0.3432 2.5261  -0.314
F4 -5.3480 -2.4873 1.5467  -0.238
N3 2.1924 -1.1024 -1.7566  -0.296
S5 2.0566 -2.7272 -2.1283  0.538
O9 3.2068 -3.5341 -1.7937  -0.278
O10 1.3826 -3.0558 -3.3497  -0.278
F5 0.8976 -3.0764 -1.0767  -0.195
S6 2.8711 -0.6946 -3.1164  0.446
O11 1.9576 -0.4991 -4.1926  -0.273
O12 4.1899 -1.2103 -3.3496  -0.275
F6 3.2133 0.8144 -2.6947  -0.198

The energy above the lowest of the compared OMol25 structures with the same formula, charge and spin comes out at 136.6 kJ/mol. As for the orbital gap: 9.2 eV. The charge is -2. The calculated total energy comes out at -114775.418 eV. For the molecular weight, the calculation gives 563.4 g mol⁻¹.

# F8H2N4Na2O17S8

F8H2N4Na2O17S8 as an isolated structure in a non-equilibrium geometry (the ωB97M-V functional and the def2-TZVPD basis, the OMol25 dataset).

Each line ends with the Löwdin charge.
Element x y z (Å)
Na1 -0.1216 0.1297 0.5370  0.434
Na2 1.2753 -0.7435 -1.9130  0.510
N1 0.9302 -2.1355 0.0446  -0.317
S1 2.3279 -2.7080 0.8031  0.565
O1 3.3856 -3.0175 -0.0912  -0.246
O2 2.1072 -3.4534 2.0112  -0.250
F1 2.6819 -1.2387 1.2895  -0.186
S2 0.0624 -3.4127 -0.0505  0.474
O3 -1.0669 -3.3672 0.8352  -0.252
O4 0.6948 -4.7000 -0.2681  -0.280
F2 -0.6570 -3.0992 -1.4459  -0.196
N2 -4.1105 0.9595 2.9743  -0.274
S3 -4.0234 0.6106 1.3748  0.527
O5 -4.9895 -0.3457 0.8977  -0.277
O6 -2.6865 0.5235 0.8199  -0.313
F3 -4.4761 1.9763 0.6768  -0.181
S4 -3.9138 -0.5297 3.4999  0.472
O7 -2.8783 -1.3337 2.9025  -0.293
O8 -5.1087 -1.1450 4.0023  -0.293
F4 -3.1975 -0.1185 4.8908  -0.235
N3 -0.6721 0.3820 -1.9689  -0.320
S5 -2.2104 -0.1095 -2.5119  0.543
O9 -2.1860 -0.8053 -3.7676  -0.266
O10 -3.3270 0.7682 -2.3215  -0.244
F5 -2.4270 -1.1831 -1.3874  -0.161
S6 -0.7508 1.8451 -2.5258  0.462
O11 -1.5486 2.7345 -1.7190  -0.260
O12 -0.6228 1.9985 -3.9401  -0.250
F6 0.7044 2.2378 -2.0021  -0.200
N4 3.8260 2.9620 -1.1084  -0.235
S7 4.3323 2.0215 -2.4142  0.552
O13 3.2537 1.2776 -3.0440  -0.297
O14 5.6638 1.4914 -2.3935  -0.266
F7 4.4177 3.2397 -3.4590  -0.202
S8 3.6445 1.7472 -0.1574  0.469
O15 4.8102 1.1303 0.4292  -0.271
O16 2.4789 0.9143 -0.2859  -0.312
F8 3.2027 2.6468 1.1528  -0.230
O17 0.2604 0.6912 2.8508  -0.027
H1 1.0629 1.0314 3.2619  0.061
H2 -0.1481 0.1270 3.5208  0.066

The energy above the lowest of the compared OMol25 structures with the same formula, charge and spin comes out at 0.0 kJ/mol. As for the orbital gap: 8.7 eV. The charge is -2. The calculated total energy comes out at -158058.975 eV. For the molecular weight, the calculation gives 784.5 g mol⁻¹.

# F8KN4O16S8

F8KN4O16S8 as an isolated structure in a non-equilibrium geometry (the ωB97M-V functional and the def2-TZVPD basis, the OMol25 dataset).

Each line ends with the Löwdin charge.
Element x y z (Å)
K1 -11.3578 -25.5430 2.0957  0.842
N1 -6.0853 -24.9876 2.2935  -0.283
S1 -7.4830 -24.2858 2.3960  0.432
O1 -8.5389 -24.8888 1.6442  -0.336
O2 -7.3872 -22.8644 2.5057  -0.282
F1 -7.8452 -24.7606 3.8692  -0.189
S2 -5.5903 -24.4894 0.7946  0.499
O3 -4.7529 -23.3332 0.7650  -0.305
O4 -6.4774 -24.6642 -0.3012  -0.280
F2 -4.5415 -25.6934 0.6377  -0.226
N2 -11.5644 -26.6604 4.6426  -0.340
S3 -10.1835 -27.1578 5.4024  0.492
O5 -9.1801 -27.5275 4.4679  -0.267
O6 -10.2836 -27.8233 6.6572  -0.286
F3 -9.7362 -25.7041 5.8751  -0.198
S4 -12.5637 -27.7255 5.2341  0.444
O7 -13.1754 -27.4213 6.4874  -0.291
O8 -12.3112 -29.0983 4.9263  -0.285
F4 -13.7273 -27.3667 4.1811  -0.206
N3 -14.4950 -28.3653 -1.2208  -0.279
S5 -14.1569 -27.9280 0.3076  0.486
O9 -13.0755 -27.0045 0.4816  -0.350
O10 -14.4549 -28.8558 1.3353  -0.253
F5 -15.4176 -26.9412 0.3613  -0.206
S6 -13.1931 -29.1921 -1.5372  0.458
O11 -12.9486 -30.3277 -0.6991  -0.298
O12 -12.0634 -28.5235 -2.1045  -0.293
F6 -13.7751 -29.9293 -2.8755  -0.254
N4 -12.9302 -23.4926 2.7527  -0.345
S7 -12.4774 -21.8540 2.7833  0.522
O13 -12.9820 -21.1113 3.8881  -0.274
O14 -12.1760 -21.2487 1.5304  -0.268
F7 -10.9875 -22.2296 3.2511  -0.209
S8 -14.3053 -23.2759 2.0118  0.439
O15 -14.2904 -22.9943 0.6037  -0.291
O16 -15.5000 -22.8575 2.6848  -0.286
F8 -14.5547 -24.8685 1.8759  -0.234

The energy above the lowest of the compared OMol25 structures with the same formula, charge and spin comes out at 80.2 kJ/mol. As for the orbital gap: 9.2 eV. The charge is -3. The calculated total energy comes out at -163468.561 eV. For the molecular weight, the calculation gives 759.6 g mol⁻¹.

# F8Li2N5O19S8

F8Li2N5O19S8 as an isolated structure in a non-equilibrium geometry (the ωB97M-V functional and the def2-TZVPD basis, the OMol25 dataset).

Each line ends with the Löwdin charge.
Element x y z (Å)
Li1 0.2060 0.0025 -0.4706  0.614
Li2 1.7342 -0.3358 -2.9195  0.698
N1 1.7270 0.8979 -1.3437  -0.407
S1 1.4168 2.5544 -1.5274  0.547
O1 1.7095 3.0221 -2.8541  -0.265
O2 1.6240 3.3804 -0.3660  -0.239
F1 -0.1560 2.3751 -1.6121  -0.158
S2 3.1664 1.0751 -0.6968  0.517
O3 3.3592 0.7213 0.6878  -0.244
O4 4.1560 1.9891 -1.2288  -0.280
F2 3.6403 -0.3512 -1.3733  -0.251
N2 -3.5557 1.4385 1.3852  -0.254
S3 -3.1308 0.6845 -0.0302  0.529
O5 -1.7695 0.2288 -0.0441  -0.341
O6 -3.7301 1.0724 -1.2679  -0.265
F3 -3.9278 -0.6628 0.3222  -0.197
S4 -3.4290 2.9073 0.8562  0.452
O7 -4.6264 3.4963 0.3290  -0.312
O8 -2.1375 3.2419 0.2970  -0.305
F4 -3.2878 3.6644 2.2884  -0.233
N3 1.0261 -4.3765 -1.0471  -0.235
S5 1.0757 -3.2374 0.2551  0.546
O9 0.6041 -1.9637 -0.1555  -0.310
O10 2.1691 -3.4522 1.1424  -0.244
F5 -0.1297 -3.9881 0.9841  -0.180
S6 2.1579 -3.6022 -1.8001  0.451
O11 3.5528 -3.7838 -1.4973  -0.283
O12 1.6931 -2.3777 -2.4169  -0.378
F6 2.0472 -4.5468 -3.1214  -0.249
N4 -1.2663 0.3728 3.9941  -0.253
S7 0.1122 0.9963 3.1529  0.544
O13 0.3596 0.5666 1.8091  -0.310
O14 1.2353 1.2313 4.0037  -0.281
F7 -0.5429 2.4388 2.9420  -0.193
S8 -0.8745 -1.1227 3.7472  0.421
O15 0.4290 -1.5625 4.1919  -0.312
O16 -1.3668 -1.7588 2.5564  -0.296
F8 -1.8508 -1.7884 4.8533  -0.240
N5 -0.8827 0.1643 -3.5034  -0.591
O17 0.1020 0.6950 -4.1030  -0.118
O18 -2.0363 0.3176 -3.8668  0.027
O19 -0.6027 -0.6241 -2.5523  -0.121

The energy above the lowest of the compared OMol25 structures with the same formula, charge and spin comes out at 0.0 kJ/mol. As for the orbital gap: 7.8 eV. The charge is -3. The calculated total energy comes out at -155183.341 eV. For the molecular weight, the calculation gives 796.4 g mol⁻¹.